Below is a 2-piece molecular cluster, C26H26N4O3 overall, with properties calculated with ωB97M-V/def2-TZVPD.

Properties
multiplicity: 1
energy relative to the best compared isomer or geometry (same formula, charge and spin): 119.8 kJ/mol
E_tot: -39488.219 eV
largest force on an atom: 1.509 eV/Å
orbital gap: 0.1977 Eh

Cartesian coordinates (Å):
1 C 5.853 0.196 -0.741
2 N 4.424 -0.060 -0.753
3 C 3.499 0.836 -1.164
4 C 2.197 0.316 -0.937
5 C 1.000 1.006 -1.075
6 C -0.304 0.418 -1.123
7 C -0.608 -0.860 -1.668
8 C -1.855 -1.447 -1.524
9 C -2.890 -0.746 -0.840
10 N -4.104 -1.328 -0.623
11 C -4.462 -2.573 -1.276
12 C -3.273 -3.517 -1.361
13 C -2.092 -2.830 -2.039
14 C -5.216 -0.538 -0.134
15 C -4.775 0.456 0.927
16 C -3.653 1.343 0.396
17 C -2.626 0.570 -0.364
18 C -1.394 1.147 -0.588
19 C 2.398 -1.027 -0.375
20 C 1.563 -1.978 0.185
21 C 2.120 -3.160 0.701
22 C 3.509 -3.355 0.732
23 C 4.379 -2.363 0.248
24 C 3.798 -1.231 -0.307
25 H 6.365 -0.679 -0.334
26 H 6.214 0.390 -1.761
27 H 6.073 1.080 -0.126
28 H 3.773 1.808 -1.566
29 H 1.056 2.093 -1.167
30 H 0.169 -1.396 -2.217
31 H -5.281 -3.018 -0.698
32 H -4.846 -2.380 -2.295
33 H -2.982 -3.837 -0.353
34 H -3.564 -4.410 -1.921
35 H -2.277 -2.784 -3.124
36 H -1.186 -3.433 -1.898
37 H -5.691 0.011 -0.967
38 H -5.958 -1.237 0.268
39 H -5.625 1.074 1.223
40 H -4.419 -0.079 1.815
41 H -4.075 2.119 -0.263
42 H -3.153 1.869 1.220
43 H -1.229 2.179 -0.277
44 H 0.494 -1.795 0.214
45 H 1.454 -3.932 1.089
46 H 3.915 -4.278 1.143
47 H 5.463 -2.453 0.295
48 C 1.234 2.279 1.879
49 C 2.570 2.749 1.799
50 O 3.593 2.094 1.539
51 N 2.728 4.128 2.022
52 C 1.740 5.056 2.338
53 O 1.949 6.242 2.503
54 N 0.482 4.469 2.444
55 C 0.141 3.126 2.197
56 O -1.063 2.824 2.263
57 H 1.051 1.220 1.778
58 H 3.661 4.513 1.968
59 H -0.263 5.112 2.673

Below is a 8-piece molecular cluster, C51H115F2N7O5S2 overall, with properties calculated with ωB97M-V/def2-TZVPD.

Properties
multiplicity: 1
energy relative to the best compared isomer or geometry (same formula, charge and spin): 0.0 kJ/mol
net charge: +4
E_tot: -102484.881 eV
largest force on an atom: 6.451 eV/Å
orbital gap: 0.3092 Eh

Cartesian coordinates (Å):
1 C -0.086 0.404 -0.557
2 C 0.835 0.515 0.696
3 C 0.122 1.487 1.686
4 O 1.204 -0.706 1.253
5 H -0.614 -0.548 -0.525
6 H 0.521 0.426 -1.468
7 H -0.750 1.261 -0.660
8 H 1.766 1.040 0.392
9 H -0.867 1.095 1.934
10 H 0.189 2.480 1.246
11 H 0.626 1.372 2.654
12 C -0.438 2.584 -4.224
13 C 0.578 2.925 -3.115
14 C 1.590 3.953 -3.593
15 N 2.425 4.726 -2.551
16 C 1.542 5.275 -1.462
17 C 2.979 5.951 -3.263
18 C 4.462 6.109 -2.933
19 C 4.873 4.650 -2.715
20 C 3.674 4.011 -2.022
21 H 0.079 2.415 -5.171
22 H -1.194 3.363 -4.262
23 H -0.933 1.635 -4.017
24 H 1.043 2.106 -2.565
25 H -0.068 3.343 -2.335
26 H 1.091 4.730 -4.171
27 H 2.358 3.524 -4.237
28 H 0.906 4.434 -1.181
29 H 0.805 5.919 -1.942
30 H 2.095 5.752 -0.663
31 H 2.393 6.868 -3.286
32 H 3.016 5.720 -4.334
33 H 4.576 6.738 -2.052
34 H 4.984 6.493 -3.805
35 H 5.676 4.705 -1.978
36 H 5.171 4.070 -3.584
37 H 3.713 4.184 -0.950
38 H 3.523 2.959 -2.254
39 C 3.652 -3.266 3.360
40 C 3.677 -1.739 3.602
41 C 3.608 -0.959 2.325
42 N 3.799 0.560 2.607
43 C 3.656 1.168 1.250
44 C 5.122 0.926 3.333
45 C 4.681 1.659 4.581
46 C 3.285 1.199 4.906
47 C 2.698 1.060 3.515
48 H 3.425 -3.779 4.293
49 H 4.644 -3.630 3.081
50 H 2.999 -3.569 2.541
51 H 4.456 -1.544 4.338
52 H 2.779 -1.589 4.211
53 H 2.705 -1.127 1.731
54 H 4.401 -1.116 1.587
55 H 2.723 1.010 0.709
56 H 4.410 0.716 0.598
57 H 3.944 2.216 1.318
58 H 5.578 1.631 2.640
59 H 5.761 0.057 3.444
60 H 4.680 2.745 4.454
61 H 5.356 1.574 5.436
62 H 2.706 1.718 5.669
63 H 3.257 0.203 5.364
64 H 2.336 2.009 3.102
65 H 1.779 0.496 3.327
66 C 2.335 3.527 5.556
67 C 0.931 2.898 5.692
68 C 0.016 3.614 4.718
69 N -1.475 3.310 4.660
70 C -1.782 1.800 4.763
71 C -2.267 4.023 5.764
72 C -3.396 4.763 5.069
73 C -3.572 4.061 3.730
74 C -2.120 3.738 3.370
75 H 2.773 3.599 4.560
76 H 2.978 2.919 6.193
77 H 2.301 4.546 5.941
78 H 0.657 2.933 6.743
79 H 0.986 1.863 5.339
80 H 0.414 3.465 3.715
81 H 0.045 4.694 4.880
82 H -1.264 1.420 3.886
83 H -2.849 1.653 4.858
84 H -1.214 1.369 5.586
85 H -2.648 3.339 6.520
86 H -1.660 4.722 6.340
87 H -4.293 4.734 5.684
88 H -3.101 5.800 4.912
89 H -4.182 3.157 3.723
90 H -4.099 4.737 3.060
91 H -1.989 3.059 2.530
92 H -1.651 4.673 3.049
93 C -0.448 -6.758 1.359
94 C -0.228 -5.586 2.350
95 C -0.853 -4.358 1.775
96 N -1.021 -3.156 2.713
97 C 0.295 -2.625 3.166
98 C -1.990 -3.538 3.843
99 C -3.383 -3.016 3.538
100 C -3.181 -2.008 2.378
101 C -1.732 -2.044 1.945
102 H -1.451 -6.827 0.928
103 H -0.274 -7.734 1.804
104 H 0.166 -6.604 0.467
105 H 0.854 -5.498 2.465
106 H -0.612 -6.016 3.275
107 H -1.905 -4.504 1.515
108 H -0.323 -3.922 0.928
109 H 0.135 -1.681 3.680
110 H 0.782 -2.283 2.246
111 H 0.924 -3.400 3.591
112 H -1.559 -3.064 4.728
113 H -1.800 -4.594 4.017
114 H -3.906 -2.746 4.451
115 H -4.003 -3.797 3.089
116 H -3.386 -1.057 2.863
117 H -3.779 -2.204 1.494
118 H -1.312 -1.146 2.396
119 H -1.479 -2.098 0.893
120 C -2.404 -2.439 -2.787
121 C -2.934 -2.927 -4.119
122 C -3.744 -1.864 -4.887
123 N -5.147 -2.333 -5.253
124 C -5.877 -2.684 -3.959
125 C -5.174 -3.495 -6.214
126 C -6.211 -3.146 -7.274
127 C -6.070 -1.644 -7.336
128 C -5.992 -1.211 -5.889
129 H -3.251 -2.129 -2.162
130 H -1.743 -1.577 -2.835
131 H -2.001 -3.195 -2.105
132 H -3.412 -3.895 -3.996
133 H -2.100 -3.099 -4.807
134 H -3.299 -1.598 -5.845
135 H -3.975 -0.963 -4.318
136 H -6.873 -3.013 -4.253
137 H -6.002 -1.819 -3.315
138 H -5.333 -3.520 -3.541
139 H -5.344 -4.449 -5.718
140 H -4.169 -3.567 -6.634
141 H -7.216 -3.412 -6.939
142 H -6.029 -3.530 -8.275
143 H -6.864 -1.137 -7.881
144 H -5.127 -1.441 -7.855
145 H -6.992 -1.114 -5.475
146 H -5.448 -0.270 -5.841
147 C 0.782 -0.664 -5.050
148 C 1.446 -0.956 -3.676
149 C 2.236 -2.236 -3.670
150 N 2.745 -2.702 -2.298
151 C 3.210 -1.584 -1.419
152 C 3.732 -3.874 -2.348
153 C 3.512 -4.687 -1.094
154 C 2.134 -4.257 -0.526
155 C 1.540 -3.294 -1.567
156 H -0.199 -0.252 -4.843
157 H 0.650 -1.644 -5.518
158 H 1.416 -0.087 -5.716
159 H 0.685 -0.975 -2.896
160 H 2.092 -0.103 -3.457
161 H 3.179 -2.244 -4.225
162 H 1.690 -3.099 -4.051
163 H 3.728 -1.947 -0.534
164 H 2.345 -0.988 -1.138
165 H 3.962 -1.053 -2.007
166 H 4.696 -3.413 -2.546
167 H 3.412 -4.516 -3.170
168 H 4.371 -4.515 -0.445
169 H 3.453 -5.753 -1.303
170 H 2.404 -3.906 0.475
171 H 1.427 -5.045 -0.266
172 H 0.975 -2.482 -1.108
173 H 0.850 -3.832 -2.212
174 N -4.848 2.008 -1.013
175 S -3.572 3.038 -0.738
176 O -3.044 3.713 -1.905
177 O -2.628 2.741 0.306
178 F -4.437 4.206 -0.053
179 S -3.949 0.746 -1.059
180 O -3.583 0.155 0.216
181 O -3.019 0.580 -2.157
182 F -5.051 -0.357 -1.519

Below is a 12-piece molecular cluster, C60H152N8O20 overall, with properties calculated with ωB97M-V/def2-TZVPD.

Properties
multiplicity: 1
energy relative to the best compared isomer or geometry (same formula, charge and spin): 410.3 kJ/mol
E_tot: -117541.264 eV
largest force on an atom: 4.594 eV/Å
orbital gap: 0.3227 Eh

Cartesian coordinates (Å):
1 C -7.261 -1.003 -0.165
2 C -8.513 -1.114 0.720
3 C -9.689 -1.468 -0.123
4 O -8.165 -2.002 1.735
5 H -6.388 -0.912 0.472
6 H -7.276 -0.275 -1.021
7 H -7.231 -1.927 -0.729
8 H -8.730 -0.145 1.208
9 H -10.054 -0.739 -0.821
10 H -10.510 -1.743 0.559
11 H -9.636 -2.301 -0.915
12 H -7.943 -2.849 1.359
13 C -4.330 -1.917 4.523
14 C -4.674 -2.316 3.134
15 C -3.439 -2.070 2.197
16 O -4.986 -3.668 3.143
17 H -3.552 -2.577 4.857
18 H -5.239 -1.804 5.141
19 H -3.978 -0.897 4.543
20 H -5.468 -1.784 2.636
21 H -2.598 -2.643 2.572
22 H -3.109 -1.034 2.197
23 H -3.736 -2.273 1.118
24 H -5.047 -4.102 2.266
25 C 2.147 -0.074 4.372
26 C 0.682 -0.157 3.858
27 C -0.270 -0.236 5.004
28 O 0.468 0.993 3.073
29 H 2.276 -0.814 5.126
30 H 2.360 0.847 4.874
31 H 2.788 -0.265 3.555
32 H 0.617 -1.044 3.184
33 H -0.070 -1.097 5.667
34 H -1.317 -0.382 4.684
35 H -0.283 0.589 5.693
36 H -0.209 0.874 2.461
37 C -1.985 -0.592 -1.144
38 C -1.798 0.680 -0.283
39 C -3.069 1.212 0.346
40 O -0.757 0.579 0.617
41 H -2.649 -1.238 -0.489
42 H -1.032 -1.092 -1.219
43 H -2.522 -0.416 -2.039
44 H -1.400 1.475 -0.975
45 H -3.520 0.516 1.050
46 H -3.892 1.478 -0.347
47 H -2.830 2.106 0.976
48 H 0.085 0.491 0.138
49 C 3.913 9.636 4.240
50 O 3.367 8.348 4.348
51 C 2.688 8.084 3.152
52 C 1.883 6.838 3.374
53 N 2.861 5.743 3.491
54 C 2.190 4.463 3.674
55 C 2.981 3.205 3.263
56 O 3.955 3.035 4.320
57 C 5.089 2.186 4.025
58 H 4.671 9.716 3.433
59 H 4.353 9.883 5.198
60 H 3.104 10.351 4.192
61 H 3.305 7.852 2.242
62 H 1.946 8.911 3.070
63 H 1.273 6.584 2.539
64 H 1.286 7.060 4.284
65 H 3.408 5.919 4.296
66 H 1.296 4.460 3.004
67 H 1.777 4.287 4.652
68 H 3.461 3.376 2.265
69 H 2.259 2.370 3.210
70 H 4.781 1.243 3.590
71 H 5.669 1.955 4.922
72 H 5.720 2.690 3.305
73 C -9.327 -5.068 1.465
74 O -8.313 -4.975 0.443
75 C -7.088 -5.370 0.952
76 C -6.024 -4.987 -0.153
77 N -4.678 -5.258 0.292
78 C -3.598 -5.128 -0.731
79 C -2.382 -5.792 -0.279
80 O -1.343 -5.888 -1.166
81 C -1.564 -6.841 -2.248
82 H -9.113 -4.522 2.301
83 H -9.478 -6.145 1.704
84 H -10.257 -4.705 0.958
85 H -7.027 -6.393 1.260
86 H -6.792 -4.742 1.805
87 H -6.158 -3.951 -0.412
88 H -6.293 -5.555 -1.093
89 H -4.673 -6.249 0.546
90 H -3.409 -4.064 -0.843
91 H -3.872 -5.565 -1.722
92 H -2.687 -6.792 0.072
93 H -2.064 -5.344 0.639
94 H -0.593 -6.971 -2.715
95 H -2.217 -6.466 -3.005
96 H -1.871 -7.891 -1.936
97 C 0.951 -10.028 -0.894
98 O 0.729 -9.437 -2.197
99 C 1.584 -9.975 -3.254
100 C 1.017 -9.611 -4.603
101 N 1.265 -8.213 -5.003
102 C 0.738 -7.906 -6.283
103 C 0.430 -6.445 -6.404
104 O -0.474 -6.020 -5.350
105 C -0.083 -4.787 -4.832
106 H 0.448 -11.027 -0.876
107 H 0.360 -9.500 -0.094
108 H 1.990 -10.157 -0.647
109 H 1.567 -11.069 -3.134
110 H 2.578 -9.487 -3.187
111 H -0.023 -9.865 -4.572
112 H 1.572 -10.227 -5.327
113 H 0.893 -7.604 -4.300
114 H -0.213 -8.548 -6.392
115 H 1.412 -8.204 -7.088
116 H 0.000 -6.248 -7.428
117 H 1.394 -5.837 -6.204
118 H -0.083 -3.882 -5.463
119 H 0.877 -4.984 -4.329
120 H -0.820 -4.604 -4.049
121 C 6.849 7.680 0.830
122 O 5.502 8.108 0.564
123 C 5.200 8.155 -0.883
124 C 3.728 8.100 -1.037
125 N 3.260 6.788 -0.655
126 C 1.853 6.573 -0.539
127 C 1.629 5.213 0.025
128 O 0.280 5.069 0.319
129 C -0.116 3.731 0.616
130 H 6.973 7.731 1.884
131 H 7.527 8.338 0.330
132 H 6.933 6.717 0.350
133 H 5.691 7.297 -1.355
134 H 5.556 9.070 -1.277
135 H 3.405 8.272 -2.067
136 H 3.187 8.952 -0.567
137 H 3.649 6.574 0.272
138 H 1.433 6.692 -1.541
139 H 1.354 7.239 0.160
140 H 2.253 5.011 0.914
141 H 1.937 4.540 -0.774
142 H 0.231 3.191 -0.252
143 H -1.153 3.861 0.841
144 H 0.426 3.365 1.449
145 C 4.851 -1.064 -0.030
146 O 4.216 -0.050 -0.777
147 C 3.797 1.093 -0.036
148 C 2.335 1.051 0.166
149 N 1.488 0.694 -1.008
150 C 1.795 1.461 -2.236
151 C 1.274 0.616 -3.385
152 O 1.630 -0.758 -3.230
153 C 2.921 -1.194 -3.625
154 H 5.080 -1.852 -0.758
155 H 4.312 -1.559 0.775
156 H 5.726 -0.612 0.510
157 H 4.118 1.943 -0.623
158 H 4.342 1.182 0.891
159 H 1.930 1.941 0.614
160 H 2.040 0.261 0.888
161 H 1.634 -0.266 -1.206
162 H 2.859 1.543 -2.433
163 H 1.336 2.479 -2.232
164 H 1.533 1.005 -4.401
165 H 0.169 0.495 -3.274
166 H 3.099 -1.294 -4.710
167 H 3.020 -2.236 -3.149
168 H 3.768 -0.568 -3.110
169 C -0.845 4.988 -2.822
170 O 0.350 4.371 -3.304
171 C 0.411 4.326 -4.748
172 C 1.814 3.834 -5.071
173 N 2.773 4.711 -4.472
174 C 4.120 4.203 -4.703
175 C 4.731 3.187 -3.780
176 O 4.863 3.753 -2.453
177 C 5.937 4.567 -2.247
178 H -0.794 6.013 -3.162
179 H -0.593 5.089 -1.779
180 H -1.753 4.433 -3.078
181 H 0.264 5.321 -5.144
182 H -0.342 3.659 -5.188
183 H 1.867 3.930 -6.176
184 H 1.947 2.784 -4.789
185 H 2.608 4.859 -3.489
186 H 4.813 5.030 -4.847
187 H 4.054 3.814 -5.694
188 H 5.717 2.805 -4.053
189 H 4.124 2.256 -3.674
190 H 5.912 5.428 -2.884
191 H 6.912 4.027 -2.410
192 H 5.915 4.843 -1.192
193 C 0.687 -4.291 1.830
194 O 0.344 -3.544 0.728
195 C 1.325 -3.526 -0.280
196 C 1.637 -4.886 -0.949
197 N 2.538 -4.727 -2.070
198 C 2.806 -6.084 -2.590
199 C 3.701 -6.127 -3.832
200 O 4.973 -5.642 -3.499
201 C 5.789 -5.775 -4.674
202 H -0.014 -4.205 2.611
203 H 1.664 -3.993 2.196
204 H 0.675 -5.334 1.502
205 H 2.230 -3.097 0.135
206 H 1.097 -2.843 -1.079
207 H 0.615 -5.250 -1.342
208 H 1.964 -5.546 -0.145
209 H 3.426 -4.340 -1.781
210 H 1.856 -6.467 -2.995
211 H 3.171 -6.866 -1.899
212 H 3.267 -5.521 -4.596
213 H 3.785 -7.181 -4.253
214 H 5.352 -5.246 -5.499
215 H 6.033 -6.834 -4.864
216 H 6.757 -5.359 -4.446
217 C -1.426 5.953 5.993
218 O -2.143 6.087 4.756
219 C -1.659 5.314 3.621
220 C -1.875 3.837 3.765
221 N -3.282 3.530 3.654
222 C -3.554 2.164 3.901
223 C -4.975 1.856 3.548
224 O -5.815 2.779 4.263
225 C -7.171 2.834 3.962
226 H -1.584 6.901 6.490
227 H -0.355 5.938 5.815
228 H -1.670 5.064 6.630
229 H -0.594 5.469 3.568
230 H -2.098 5.757 2.678
231 H -1.529 3.371 4.788
232 H -1.409 3.374 2.964
233 H -3.883 4.142 4.204
234 H -3.394 1.916 4.890
235 H -2.895 1.504 3.340
236 H -5.240 0.838 3.778
237 H -5.081 2.035 2.425
238 H -7.320 2.853 2.819
239 H -7.556 3.730 4.448
240 H -7.628 1.889 4.318